Formula: C4H9N2
Source: the OMol25 dataset
Level of theory: wB97M-V/def2-TZVPD

Values from the calculation:
E_LUMO = -4.9 eV
E = -266.99876 hartree
energy above the lowest of the compared OMol25 structures with the same formula, charge and spin = 263.92 kJ/mol
strongest force on any atom = 4.14 eV Å⁻¹
total charge = +1
SMILES string = C=C(C=[NH2+])NC

```
15
Properties=species:S:1:pos:R:3:forces:R:3
C -1.6496 -1.3942 -0.0230 -1.0 -0.7 -1.0
C -1.0508 0.8130 0.2239 -2.7 -0.1 1.0
C -0.6128 -0.5268 0.1971 -2.8 -2.4 -0.4
C 1.7673 -0.0140 0.2811 0.9 0.2 -0.9
N -0.2668 1.6606 -0.3076 -1.0 4.0 -0.5
N 0.6260 -0.8013 -0.1450 3.0 -0.2 -0.3
H -1.5855 -2.3580 -0.6388 0.4 1.4 1.3
H -2.7035 -1.1173 0.1340 0.8 0.1 0.3
H -2.0904 1.0550 0.5976 1.4 -0.1 -0.6
H 2.1958 0.5443 -0.6147 -0.5 0.1 1.3
H 1.6403 0.5588 1.2287 0.2 -0.4 -0.8
H 2.4860 -0.7879 0.3910 1.2 -0.1 0.8
H -0.4234 2.6749 -0.5218 -0.4 -1.5 0.6
H 1.0046 -1.7037 -0.4268 -1.5 0.1 0.1
H 0.6628 1.3966 -0.3756 2.0 -0.3 -0.8
```
Forces are in eV/Å.

These are the Löwdin partial charges, in e, on atoms 1 to 6: 0.164, -0.030, -0.388, -0.080, 0.222, -0.022

***

Formula: C5H7Cl2O5Sn
Source: the OMol25 dataset
Level of theory: wB97M-V/def2-TZVPD

Values from the calculation:
E_LUMO = -4.1 eV
E = -1705.40830 hartree
energy above the lowest of the compared OMol25 structures with the same formula, charge and spin = 9.98 kJ/mol
strongest force on any atom = 0.97 eV Å⁻¹
total charge = +1

```
20
Properties=species:S:1:pos:R:3:forces:R:3
Sn 1.6190 -1.0425 -1.1711 -0.8 -0.5 0.4
O 0.8915 -0.8699 3.2980 -0.2 0.1 0.1
C 0.8400 -0.6993 2.0058 0.0 0.1 -0.1
O 1.7429 -1.0081 1.2417 0.0 -0.2 -0.2
C -0.4264 -0.0188 1.5560 0.0 0.1 0.2
O -0.4996 0.0091 0.1549 0.1 -0.1 -0.1
C -1.6948 -0.5279 -0.4223 -0.2 -0.2 -0.2
C -1.4254 -1.7623 -1.2936 -0.2 0.5 0.1
O -2.3357 -2.3557 -1.7904 0.1 0.0 0.1
O -0.1459 -2.0371 -1.4573 0.9 -0.1 -0.1
H 1.7274 -1.2664 3.5863 0.2 -0.1 -0.1
H -0.3860 1.0013 1.9533 -0.1 0.0 0.0
H -1.2783 -0.5252 2.0122 0.0 0.0 0.0
H -2.1396 0.2347 -1.0614 0.0 0.0 0.0
H -2.4195 -0.8094 0.3404 0.0 0.1 0.0
Cl 1.9655 1.8817 -0.3691 0.2 0.3 0.1
C 1.1793 2.4952 -1.8326 0.0 0.0 0.0
Cl 0.4789 1.1425 -2.7521 -0.2 0.2 -0.3
H 1.9228 2.9847 -2.4496 0.0 -0.1 0.0
H 0.3839 3.1734 -1.5492 0.0 -0.1 0.0
```
Forces are in eV/Å.

These are the Löwdin partial charges, in e, on atoms 1 to 6: 1.390, 0.206, -0.470, -0.079, -0.094, -0.262

***

Formula: C14H50O14
Source: the OMol25 dataset
Level of theory: wB97M-V/def2-TZVPD

Values from the calculation:
E_LUMO = 0.1 eV
E = -1616.42464 hartree
energy above the lowest of the compared OMol25 structures with the same formula, charge and spin = 438.28 kJ/mol
strongest force on any atom = 2.80 eV Å⁻¹
SMILES string = OCCO.OCCO.OCCO.CO.CO.CO.CO.CO.CO.CO.CO

```
78
Properties=species:S:1:pos:R:3:forces:R:3
C -0.4992 0.7744 0.6492 -0.7 0.1 0.7
O 0.0478 0.7262 -0.6460 0.4 0.0 0.1
H -1.4886 0.3272 0.5538 0.1 0.0 0.3
H 0.0419 0.2929 1.4637 0.4 -0.8 -0.4
H -0.6154 1.7678 1.0825 -0.2 0.6 -0.6
H 0.9888 0.9114 -0.6041 0.1 0.0 0.0
C 5.0477 0.2245 4.1973 -1.4 0.8 1.3
O 5.3705 -0.8698 3.4290 1.1 -1.1 -0.9
H 5.3895 1.1980 3.8457 0.4 -0.2 -0.3
H 3.9590 0.2620 4.2348 -0.2 0.4 0.2
H 5.3825 0.0737 5.2236 0.1 0.3 0.1
H 5.7211 -1.5121 4.0504 0.1 -0.3 -0.4
C -5.5773 -1.5591 -4.7349 -1.8 0.7 1.0
O -4.5384 -2.4503 -4.7289 1.6 -0.8 -0.6
H -5.3467 -0.5229 -4.9824 0.3 0.0 -0.4
H -6.3867 -1.9173 -5.3709 0.2 0.0 -0.2
H -5.9632 -1.5445 -3.7156 -0.6 0.3 0.2
H -3.8927 -2.1031 -4.1092 0.2 -0.2 0.0
C 6.6119 2.5624 -2.0686 -0.1 -2.0 -0.2
O 5.9456 1.2667 -2.1246 -0.3 0.7 0.1
H 7.6589 2.2685 -1.9940 0.3 0.9 0.0
H 6.3884 3.0244 -3.0302 0.1 0.3 0.3
H 6.2810 3.1252 -1.1957 0.0 0.3 -0.2
H 6.0230 0.8839 -1.2476 0.0 -0.2 0.0
C 2.5012 -5.2699 -1.4423 -0.4 0.6 0.4
O 2.3674 -6.3373 -0.4984 0.3 -0.4 -1.0
H 2.1506 -4.3370 -1.0006 0.4 0.2 0.1
H 3.5127 -5.1862 -1.8398 0.3 0.0 0.7
H 1.9358 -5.3319 -2.3721 -0.7 -0.9 0.2
H 1.9325 -6.1088 0.3264 0.0 0.5 -0.4
C -5.6880 -4.8064 1.4391 0.5 0.0 0.8
O -6.8458 -4.2503 2.1268 0.9 -0.7 -1.2
H -5.8867 -5.7950 1.0252 -0.1 0.0 0.1
H -5.2260 -4.2142 0.6492 -0.7 0.5 -0.2
H -4.8751 -4.8998 2.1593 -0.1 -0.2 0.2
H -7.5286 -4.8656 1.8496 -0.5 0.3 0.3
C -5.3052 0.2778 6.9734 -0.3 -1.7 0.9
O -4.9686 -0.4325 5.7751 0.5 1.3 -0.4
H -5.0628 1.3379 7.0474 0.2 -0.1 -1.0
H -6.3434 0.1722 7.2882 -0.3 0.0 -0.4
H -4.7511 -0.2242 7.7665 0.2 0.2 0.3
H -5.5571 -1.1314 5.4805 -0.4 0.3 0.6
C -6.4149 4.1772 2.1728 1.3 -1.8 1.7
O -6.6903 5.3925 1.6467 -0.9 2.0 -1.5
H -6.8216 3.4222 1.5000 0.2 -0.6 0.7
H -5.3411 4.0644 2.3226 0.4 -0.4 -0.6
H -6.7410 4.0975 3.2098 -0.8 -0.2 -0.1
H -7.0429 5.1277 0.7939 -0.1 1.1 -0.2
C 0.6213 -4.9186 6.4900 0.4 1.4 1.2
C 1.6544 -5.1646 7.5478 1.7 -0.3 0.3
O 2.9640 -4.5127 7.2919 -1.5 -0.5 0.1
O 1.1401 -5.1443 5.2382 0.0 -1.3 -1.6
H 0.2839 -3.8824 6.4651 -0.4 0.2 0.7
H -0.1810 -5.5779 6.8214 -0.4 -0.1 -0.9
H 1.8923 -6.2281 7.5232 -0.3 -0.2 0.0
H 1.3002 -4.9656 8.5593 0.0 0.4 0.0
H 3.5403 -5.2787 7.2399 0.4 0.3 -0.1
H 1.9924 -4.7057 5.1839 0.2 0.1 0.1
C 3.4422 -0.0423 -7.6595 -0.5 0.8 0.1
C 1.9735 0.3349 -7.5585 0.2 1.0 1.6
O 1.6127 1.5356 -8.2276 0.1 -0.4 -0.5
O 3.7632 -1.0167 -6.7004 -0.1 -1.7 -0.5
H 4.1500 0.7628 -7.4619 -0.3 0.6 -0.8
H 3.3968 -0.3803 -8.6947 1.6 -0.6 0.1
H 1.8175 0.5412 -6.4996 -0.6 -0.6 0.3
H 1.4034 -0.5235 -7.9139 -0.3 0.3 0.1
H 1.9088 2.2379 -7.6439 -0.1 0.2 -0.2
H 3.9288 -0.6680 -5.8214 -0.1 0.5 -0.2
C 0.8434 6.7707 -3.8106 1.0 -0.8 -0.7
C 1.6585 7.7820 -3.0315 -0.6 0.6 -0.3
O 1.5446 9.0122 -3.7579 0.0 0.0 0.4
O 1.4654 6.5098 -5.0899 -0.1 0.2 0.7
H -0.1445 7.1136 -4.1180 -0.3 0.3 1.0
H 0.7898 5.8336 -3.2563 -0.1 0.0 -0.1
H 2.7250 7.5760 -2.9396 0.0 -0.8 -0.2
H 1.2551 7.8827 -2.0240 -0.2 0.1 0.2
H 2.0730 9.6440 -3.2646 0.0 0.3 -0.2
H 1.3257 7.3830 -5.4636 0.5 0.0 -0.9
```
Forces are in eV/Å.

These are the Löwdin partial charges, in e, on atoms 1 to 6: -0.187, -0.108, 0.080, 0.072, 0.069, 0.074

***

Formula: C30H22Cl3FN6O10PtS
Source: the OMol25 dataset
Level of theory: wB97M-V/def2-TZVPD

Values from the calculation:
E_LUMO (spin up / spin down) = 3.7 / 1.8 eV
multiplicity = 5
E = -4235.39048 hartree
energy above the lowest of the compared OMol25 structures with the same formula, charge and spin = 0.00 kJ/mol
strongest force on any atom = 0.38 eV Å⁻¹
total charge = -2

```
74
Properties=species:S:1:pos:R:3:forces:R:3
Pt 1.6521 0.0140 -0.0483 0.2 0.1 0.1
C -3.0833 -5.7571 0.7854 0.0 0.1 -0.1
O -4.1523 -4.9404 0.2527 0.0 -0.3 0.1
C -3.8879 -3.6460 0.0630 0.1 0.2 -0.1
C -4.9739 -2.8721 -0.4221 0.0 0.0 0.0
C -4.8476 -1.5047 -0.6466 0.0 0.1 0.1
C -3.6689 -0.8390 -0.3929 -0.1 -0.1 0.1
C -3.5961 0.6425 -0.4791 0.1 0.2 -0.2
C -4.3353 1.3139 -1.6197 -0.2 -0.1 0.0
O -3.0094 1.3027 0.3481 0.0 -0.1 0.1
C -2.4961 -1.6271 0.0019 0.0 0.0 -0.2
O -1.3662 -1.1276 0.0207 0.0 0.2 0.2
C -2.6740 -3.0405 0.2579 0.0 0.0 0.0
H -3.4758 -6.7573 0.9222 -0.1 0.0 0.0
H -2.7399 -5.3749 1.7455 0.0 0.0 0.0
H -2.2462 -5.7870 0.0885 0.0 0.0 0.0
H -5.9130 -3.3777 -0.6051 0.0 0.0 0.0
H -5.7160 -0.9569 -0.9927 0.0 0.0 0.0
H -5.4087 1.3214 -1.4125 0.0 0.0 0.0
H -4.1657 0.7925 -2.5604 0.0 0.0 0.1
H -3.9856 2.3407 -1.6926 0.0 0.0 0.0
H -1.7871 -3.5814 0.5591 0.0 0.0 0.0
Cl 0.5107 -0.1797 4.3713 0.0 0.0 0.0
C 2.1660 -0.5591 4.0882 0.0 0.0 0.0
C 2.9410 -1.0461 5.1124 0.0 0.0 0.0
C 4.2734 -1.3669 4.8722 0.0 0.0 0.0
C 4.8271 -1.1900 3.6101 0.0 0.0 0.0
C 4.0608 -0.7000 2.5755 0.0 0.0 0.0
Cl 4.7915 -0.4717 1.0371 0.0 0.0 0.0
C 2.6790 -0.3790 2.7641 0.0 0.0 0.1
N 1.8689 0.0375 1.8159 0.0 -0.2 -0.2
H 2.4997 -1.1891 6.0885 0.0 0.0 0.0
H 4.8822 -1.7636 5.6734 0.0 0.0 0.0
H 5.8619 -1.4375 3.4198 0.0 0.0 0.0
F 1.0950 3.8546 -5.5241 0.0 0.0 0.0
C 0.3958 3.0104 -4.7425 0.0 0.0 0.0
C 0.3562 3.1756 -3.4163 0.0 -0.1 0.0
N -0.3517 2.3355 -2.5929 0.0 0.0 0.0
C -0.3105 2.5095 -1.1302 0.0 0.1 0.0
C 1.0892 2.9218 -0.6250 -0.2 0.0 -0.1
O 1.4160 4.0963 -0.7696 0.0 0.0 0.0
O 1.8175 2.0531 -0.0276 0.2 -0.1 0.0
C -1.1027 1.3011 -3.1071 0.1 0.1 0.0
O -1.8288 0.5880 -2.4479 0.3 -0.1 -0.2
N -0.9983 1.1475 -4.4818 0.0 0.0 0.0
C -0.2912 1.9152 -5.3951 0.0 0.0 -0.1
O -0.2980 1.6665 -6.5851 0.0 0.0 0.0
H 0.8964 3.9683 -2.9148 0.0 0.0 0.0
H -0.6702 1.5884 -0.6809 0.0 -0.1 0.0
H -0.9814 3.3247 -0.8559 -0.1 -0.1 0.0
H -1.4918 0.3493 -4.8528 0.0 0.0 0.0
O -2.5832 -8.9779 1.7881 0.0 0.0 0.0
S -1.4387 -8.5275 2.5783 -0.2 0.1 0.0
O -1.7262 -7.3531 3.3883 0.0 0.0 0.0
O -0.7394 -9.5876 3.2837 0.1 0.0 0.0
C -0.2698 -7.9597 1.2906 0.0 -0.1 0.2
N 0.2077 -8.9229 0.4962 0.0 0.0 -0.1
C 1.0305 -8.4889 -0.4630 0.0 0.0 0.0
C 1.3722 -7.1713 -0.6436 0.0 0.1 0.0
C 0.8202 -6.2252 0.2487 0.0 -0.2 0.1
N -0.0114 -6.6700 1.2318 0.0 0.0 -0.1
C 1.0979 -4.8275 0.1905 0.0 0.0 -0.1
C 1.8023 -4.1984 -0.8808 0.0 0.0 0.0
C 1.9946 -2.8524 -0.9125 0.1 0.0 0.1
N 1.5511 -2.0086 0.0712 0.0 0.0 -0.1
C 0.8838 -2.5986 1.1189 0.0 0.0 0.0
C 0.6617 -3.9331 1.2136 0.0 0.0 0.0
H 1.4431 -9.2533 -1.1179 0.0 0.0 0.0
H 2.0569 -6.8853 -1.4299 0.0 0.0 0.0
H 2.1777 -4.7720 -1.7174 0.0 0.0 0.0
H 2.5113 -2.3890 -1.7384 0.0 0.0 0.0
H 0.5006 -1.9282 1.8742 0.0 0.0 0.0
H 0.1275 -4.3280 2.0678 0.0 0.0 0.0
Cl 2.0299 0.0906 -2.3234 -0.2 -0.1 0.0
```
Forces are in eV/Å.

These are the Löwdin partial charges, in e, on atoms 1 to 6: 1.034, -0.036, -0.065, -0.294, 0.040, -0.026

***

Question: Which value of energy above the lowest of the compared OMol25 structures with the same formula, charge and spin does entry 3 give?
Answer: 438.28 kJ/mol

***

Question: Look up the E of the second one.
Answer: -1705.40830 hartree